Here is C24H12Cl5N5ORuSe3Te as an isolated structure from the OMol25 dataset. Energies are from the ωB97M-V functional and the def2-TZVPD basis.

The geometry in XYZ format:
```
52
Properties=species:S:1:pos:R:3:forces:R:3:lowdin_charge:R:1
Ru -0.909233 -0.967134 -0.523902 -0.4 0.4 0.6 0.623
C -3.186789 -0.959774 -4.167017 0.1 -0.1 0.0 -0.068
C -3.833482 0.270846 -4.195237 0.0 0.1 0.1 -0.070
C -3.506139 1.197813 -3.238715 -0.1 -0.1 -0.2 -0.043
C -2.561442 0.904561 -2.249360 0.2 0.6 0.3 -0.366
N -1.979299 -0.313141 -2.189068 0.0 0.0 -0.2 -0.052
C -2.282358 -1.197333 -3.161477 0.0 0.1 0.0 -0.174
N -2.270265 2.008915 -1.423378 0.0 -0.6 -0.1 0.163
C -1.236471 2.015645 -0.661033 0.3 0.5 0.3 -0.318
N -0.372708 1.001948 -0.410429 -0.2 -0.3 -0.1 -0.027
C 0.748267 1.441808 0.204061 0.0 0.4 0.0 -0.296
N 1.867932 0.815237 0.337406 -0.1 -0.4 -0.3 0.170
C 2.081379 -0.351429 -0.417423 -0.1 0.6 0.2 -0.318
C 3.381637 -0.861148 -0.353745 0.2 0.0 -0.1 -0.029
C 3.787235 -1.839651 -1.231367 0.0 0.1 0.1 -0.093
C 2.888504 -2.305511 -2.184926 0.0 0.1 0.0 -0.102
C 1.600416 -1.820232 -2.136138 -0.1 0.0 0.0 -0.167
N 1.174946 -0.899470 -1.260613 0.1 -0.5 0.1 0.012
C 0.516733 2.874530 0.588231 0.2 -0.5 -0.1 -0.092
C 1.308488 3.780898 1.255674 -0.1 0.2 0.1 -0.011
C 0.809916 5.078403 1.392288 0.1 -0.1 0.0 -0.084
C -0.423593 5.436362 0.856871 -0.1 0.0 -0.1 -0.085
C -1.205127 4.512064 0.160019 0.1 0.1 0.1 -0.011
C -0.709207 3.232994 0.047191 -0.3 -0.3 -0.3 -0.089
H -3.387929 -1.733294 -4.894300 0.0 0.0 0.0 0.101
H -4.572347 0.499005 -4.952173 0.0 0.0 0.0 0.105
H -3.953100 2.179303 -3.206632 0.0 0.0 0.0 0.112
H -1.766531 -2.143816 -3.094607 -0.1 0.0 0.0 0.049
H 4.047188 -0.434089 0.382269 0.0 0.0 0.0 0.113
H 4.795598 -2.230432 -1.179430 0.0 0.0 0.0 0.106
H 3.164621 -3.048259 -2.919176 0.0 0.0 0.0 0.099
H 0.845207 -2.186057 -2.822054 0.0 0.0 0.0 0.099
H 2.267545 3.488014 1.660985 0.0 0.0 0.0 0.114
H 1.394827 5.821058 1.920375 0.0 0.0 0.0 0.096
H -0.779148 6.451960 0.978665 0.0 0.0 0.0 0.096
H -2.164055 4.774587 -0.266207 0.0 0.0 0.0 0.114
Cl 2.963413 -3.476140 5.883989 0.0 0.0 0.0 0.627
C 2.099743 -2.820259 4.536103 0.0 0.1 0.0 -0.730
C 2.157249 -3.420021 3.284765 0.1 -0.1 0.1 -0.701
Cl 3.108741 -4.855757 3.088032 0.0 0.1 0.0 0.646
C 1.477702 -2.890976 2.194883 0.0 0.0 -0.2 -0.573
Cl 1.633938 -3.652469 0.649253 -0.1 0.0 0.1 0.717
C 0.674345 -1.727552 2.294536 0.0 0.1 0.3 -0.481
O 0.020820 -1.157502 1.362830 0.0 -0.2 0.0 -0.362
C 0.652097 -1.136706 3.598201 -0.1 0.1 -0.1 -0.589
Cl -0.284177 0.306132 3.769993 0.0 0.0 0.0 0.689
C 1.335324 -1.659758 4.676179 0.1 0.0 0.1 -0.704
Cl 1.258078 -0.875236 6.218170 0.0 0.0 -0.1 0.649
Se -1.713894 -3.253186 -0.563091 0.5 0.2 -0.3 0.087
Se -2.951107 -3.152964 1.365507 -0.1 0.1 0.3 -0.077
Te -2.976224 -0.566892 1.107307 -0.1 -0.2 -0.3 0.400
Se -5.037267 -0.155895 -0.112285 0.1 -0.1 0.1 -0.278
```
Forces are in eV/Å.

Multiplicity: 2
Total charge: -1
HOMO level (alpha / beta): -4.34 / -4.32 eV
DFT total energy: -303112.71957 eV
Kohn-Sham gap (alpha / beta): 0.2200 / 0.1981 Ha

=====

Here is one molecule with the formula C19H23NO2 from the OMol25 dataset. Energies are from the ωB97M-V functional and the def2-TZVPD basis.

The geometry in XYZ format:
```
45
Properties=species:S:1:pos:R:3:forces:R:3:lowdin_charge:R:1
C -5.979622 0.991471 1.545233 0.2 0.1 0.2 -0.073
C -5.333530 0.456349 2.819247 -0.2 -0.2 0.0 -0.433
C -6.403424 0.093913 3.845211 0.3 0.1 0.0 -0.085
C -4.452103 -0.767086 2.517326 0.0 0.3 0.1 -0.146
C -3.305988 -0.423677 1.610753 0.0 -0.2 -0.1 -0.244
C -2.196201 0.252230 2.103233 0.0 0.0 0.0 -0.024
C -1.148231 0.597842 1.272563 0.0 0.0 -0.1 -0.016
C -1.177333 0.271204 -0.077834 -0.1 -0.2 -0.1 -0.200
C -0.039524 0.667250 -0.988657 0.0 0.1 0.0 -0.224
C -0.022164 2.176643 -1.230441 0.0 -0.2 -0.1 -0.038
C 1.266630 0.135139 -0.426075 -0.2 -0.4 0.0 -0.481
O 1.445179 -1.012385 -0.109275 0.1 0.2 0.0 0.130
O 2.197205 1.091087 -0.307229 0.1 0.4 0.1 -0.009
C 3.498100 0.650157 0.026074 0.1 -0.2 0.3 -0.106
C 4.148128 -0.083446 -1.122843 0.1 0.0 0.0 -0.251
C 5.421106 -0.627969 -0.981218 -0.1 0.0 -0.1 -0.020
C 5.964830 -1.313936 -2.051895 -0.1 0.0 0.0 -0.067
C 5.223050 -1.433814 -3.218101 0.0 0.0 0.0 -0.066
C 3.967770 -0.850245 -3.255514 0.2 -0.2 -0.2 -0.126
N 3.445853 -0.187291 -2.238317 -0.3 0.2 0.1 0.130
C -2.280114 -0.411177 -0.570576 0.1 0.1 0.0 -0.018
C -3.330941 -0.750859 0.262337 0.0 0.0 0.1 -0.037
H -5.218952 1.274396 0.820453 0.0 0.0 -0.1 0.073
H -6.621116 0.234956 1.097791 -0.1 -0.1 -0.1 0.083
H -6.589470 1.865543 1.766437 -0.1 0.1 0.0 0.076
H -4.693618 1.240292 3.240508 0.0 0.0 0.0 0.133
H -5.949243 -0.259035 4.769392 0.0 0.0 0.1 0.074
H -7.017883 0.961981 4.072542 -0.1 0.0 0.1 0.074
H -7.049041 -0.693203 3.461608 -0.1 -0.1 -0.1 0.079
H -4.058406 -1.155254 3.459574 0.0 -0.1 0.0 0.120
H -5.069623 -1.543752 2.061824 0.0 -0.1 0.0 0.120
H -2.154322 0.503801 3.153998 0.0 0.0 0.1 0.116
H -0.291754 1.120677 1.674644 0.1 0.1 0.1 0.122
H -0.165864 0.149999 -1.947734 0.0 0.0 0.1 0.154
H 0.115393 2.710911 -0.294792 0.0 0.1 0.1 0.083
H -0.968833 2.486296 -1.668257 -0.1 0.0 0.0 0.087
H 0.786177 2.442679 -1.904888 0.1 0.1 -0.1 0.082
H 4.064272 1.549745 0.282242 -0.1 -0.1 0.0 0.139
H 3.455244 -0.018989 0.894771 0.0 0.2 -0.1 0.138
H 5.964142 -0.511654 -0.054860 0.0 0.0 0.1 0.115
H 6.949496 -1.752026 -1.979226 0.1 0.0 0.0 0.105
H 5.609034 -1.965420 -4.074546 0.0 0.0 -0.1 0.100
H 3.341549 -0.914719 -4.135164 0.0 -0.1 -0.1 0.107
H -2.318840 -0.683168 -1.615627 0.0 0.0 -0.1 0.113
H -4.183286 -1.281232 -0.136469 -0.1 -0.1 -0.1 0.113
```
Forces are in eV/Å.

Multiplicity: 1
HOMO level: -8.72 eV
SMILES: CC(C)Cc1ccc([C@@H](C)C(=O)OCc2ccccn2)cc1
DFT total energy: -25662.11455 eV
Kohn-Sham gap: 0.3523 Ha

=====

Here is one molecule with the formula C2H3N at a distorted geometry from the OMol25 dataset. Energies are from the ωB97M-V functional and the def2-TZVPD basis.

The geometry in XYZ format:
```
6
Properties=species:S:1:pos:R:3:forces:R:3:lowdin_charge:R:1
C 0.296553 -0.052859 -0.574516 -0.3 -2.2 6.9 -0.029
C -0.438138 0.312302 0.726230 0.6 -0.6 -0.8 -0.303
N -0.849018 0.171166 1.787326 -0.4 0.6 0.4 0.100
H 0.472037 0.824990 -1.046142 1.9 2.3 -1.5 0.021
H -0.512702 -0.504782 -1.041831 -0.8 -1.8 -1.4 0.040
H 1.031267 -0.750819 0.148931 -1.0 1.7 -3.5 0.171
```
Forces are in eV/Å.

Multiplicity: 1
HOMO level: -11.65 eV
SMILES: CC#N
DFT total energy: -3610.92732 eV
Kohn-Sham gap: 0.4523 Ha

=====

Here is C56H51N4ORbS2Si as an isolated structure at a distorted geometry from the OMol25 dataset. Energies are from the ωB97M-V functional and the def2-TZVPD basis.

The geometry in XYZ format:
```
116
Properties=species:S:1:pos:R:3:forces:R:3:lowdin_charge:R:1
Rb -0.039255 0.565653 0.209720 -0.2 -0.4 0.9 0.614
C 2.493029 2.184036 3.302280 -0.1 0.0 0.0 -0.044
C 1.203136 1.427335 3.477199 0.0 0.0 0.1 -0.200
C -0.025594 2.093256 3.472716 0.0 -0.1 0.0 -0.201
C -0.114164 3.596698 3.411412 0.0 -0.1 0.0 -0.037
C -1.213004 1.360805 3.573119 0.1 -0.1 0.0 -0.204
C -2.533210 2.073979 3.439498 0.1 -0.1 0.0 -0.040
C -1.174951 -0.018996 3.775588 0.1 0.1 -0.1 -0.190
C -2.444485 -0.784532 4.029438 0.1 0.1 0.0 -0.032
C 0.052466 -0.685774 3.766412 0.0 0.1 0.0 -0.192
C 0.074442 -2.187186 3.846551 0.0 0.0 0.0 -0.042
C 1.239700 0.039132 3.648276 -0.1 0.1 0.0 -0.194
C 2.563504 -0.674844 3.749054 -0.1 0.1 0.0 -0.035
H 2.995176 2.316376 4.262473 0.1 0.1 0.1 0.093
H 2.324063 3.159070 2.862663 0.1 0.1 -0.1 0.047
H 3.170740 1.657597 2.634707 0.1 0.0 -0.1 0.084
H -0.343380 3.941613 2.401292 0.1 0.1 -0.1 0.078
H 0.812249 4.061630 3.731715 0.0 0.1 0.0 0.071
H -0.902810 3.948164 4.074171 -0.1 0.1 0.0 0.078
H -2.858507 2.490392 4.394837 -0.1 0.1 0.0 0.091
H -3.304550 1.397314 3.084815 -0.1 0.0 0.0 0.064
H -2.455211 2.890325 2.724402 0.0 0.1 0.0 0.080
H -3.158388 -0.176498 4.578633 -0.1 0.0 0.0 0.077
H -2.246750 -1.672846 4.621018 0.0 -0.1 0.0 0.072
H -2.903388 -1.094614 3.091546 -0.1 -0.1 -0.1 0.074
H -0.077888 -2.536441 4.869296 0.0 -0.1 0.1 0.089
H 1.012653 -2.590054 3.483502 0.1 -0.1 0.0 0.063
H -0.712003 -2.598268 3.219849 -0.1 -0.1 0.0 0.075
H 2.832063 -1.134869 2.796657 0.1 -0.1 0.0 0.088
H 2.515616 -1.451738 4.509677 0.1 -0.1 0.0 0.080
H 3.360140 0.006988 4.028302 0.1 0.0 0.0 0.067
S -7.625104 -1.519117 -0.430090 0.3 0.6 0.1 1.004
C -8.503303 -0.030412 -0.377035 0.1 -0.2 0.0 -0.443
C -7.692605 1.023755 -0.085206 -0.6 -0.1 -0.1 -0.213
C -6.354224 0.654200 0.110382 0.4 -0.3 0.0 -0.146
C -6.124133 -0.699072 -0.036405 -0.6 0.3 -0.1 -0.485
C -4.902997 -1.422644 0.049437 0.5 -0.4 0.2 -0.267
C -3.677477 -0.799794 0.380844 -0.4 -0.1 0.0 -0.132
N -2.517849 -1.389238 0.405760 0.3 0.5 0.1 0.088
C -2.445594 -2.710011 0.077808 0.1 -0.5 -0.1 -0.182
C -3.628603 -3.459916 -0.210903 -0.2 0.5 0.1 -0.169
C -3.513277 -4.850863 -0.512518 0.2 -0.4 -0.2 -0.038
C -2.307588 -5.452900 -0.564782 -0.4 -0.1 -0.1 -0.041
C -1.106926 -4.730207 -0.292792 0.6 0.1 0.1 -0.165
C 0.135102 -5.339169 -0.318758 0.0 0.3 0.1 0.022
C 1.286526 -4.598174 -0.005561 -0.8 0.4 0.0 -0.239
C 1.081116 -3.236335 0.320590 0.2 -0.5 -0.1 -0.141
N -0.066776 -2.627088 0.340402 0.1 0.5 0.1 0.089
C -1.187168 -3.340289 0.037142 -0.5 -0.2 0.0 -0.180
C 2.590498 -5.175639 -0.010952 0.9 -0.3 0.1 -0.478
C 2.953461 -6.493765 -0.201911 -0.5 0.5 0.0 -0.144
C 4.338776 -6.709093 -0.147634 0.6 0.1 0.0 -0.217
C 5.046592 -5.570471 0.084616 -0.1 0.2 0.0 -0.437
S 4.016156 -4.191915 0.246655 -0.1 -0.7 -0.2 1.022
C -4.843972 -2.803883 -0.211083 0.3 0.0 0.0 -0.023
H -9.556157 -0.038732 -0.574272 -0.2 0.1 0.0 0.044
H -8.049470 2.037145 -0.007838 -0.1 0.1 0.0 0.096
H -5.574176 1.356856 0.346172 0.1 0.1 0.0 0.101
H -3.664814 0.252470 0.642057 -0.1 0.2 0.0 0.113
H -4.420924 -5.404968 -0.714019 -0.1 -0.1 0.0 0.108
H -2.216935 -6.505339 -0.803213 -0.1 -0.1 0.0 0.106
H 0.211474 -6.388386 -0.568802 0.0 -0.1 0.0 0.106
H 1.945950 -2.634145 0.586752 0.1 0.1 0.0 0.076
H 2.239438 -7.283482 -0.361127 -0.1 -0.1 0.0 0.095
H 4.798336 -7.675905 -0.277481 0.1 -0.1 0.0 0.094
H 6.108535 -5.440497 0.162790 0.2 -0.1 0.0 0.048
H -5.756392 -3.344136 -0.430282 0.0 -0.2 0.0 0.081
C -1.058526 7.368199 -0.729988 -0.1 0.2 0.0 -0.130
C -0.133532 7.259092 0.294036 -0.1 0.2 0.1 -0.121
C 0.665156 6.134362 0.398966 0.1 -0.1 0.1 -0.132
C 0.572444 5.087485 -0.515434 0.5 0.0 0.0 -0.383
C -0.410532 5.195860 -1.500713 0.0 -0.1 -0.1 -0.150
C -1.200406 6.317560 -1.624739 -0.2 0.1 0.0 -0.115
Si 1.547423 3.458013 -0.501174 -0.3 -0.6 0.3 0.592
C 3.405305 3.651834 -0.149152 -0.3 0.4 -0.2 -0.381
C 4.005731 4.527159 0.752654 -0.1 0.1 0.0 -0.128
C 5.378739 4.570910 0.912986 0.3 0.0 0.1 -0.117
C 6.197529 3.734820 0.173653 0.2 0.0 0.0 -0.129
C 5.621321 2.828436 -0.704626 0.1 -0.1 0.0 -0.115
C 4.250862 2.780890 -0.838742 0.0 0.0 -0.1 -0.157
H -1.661943 8.259838 -0.832882 -0.1 0.1 0.0 0.085
H -0.034121 8.061661 1.013354 0.0 0.1 0.1 0.089
H 1.382537 6.080146 1.206682 0.1 0.0 0.1 0.077
H -0.536647 4.371940 -2.189381 0.0 -0.1 -0.2 0.082
H -1.929880 6.377339 -2.421802 -0.1 0.0 -0.1 0.091
H 1.653314 3.266091 -1.995302 0.0 0.0 -0.1 -0.056
H 3.394886 5.204251 1.333951 -0.1 0.1 0.0 0.078
H 5.819856 5.273745 1.607804 0.0 0.1 0.1 0.091
H 7.272199 3.784402 0.278313 0.1 0.0 0.0 0.085
H 6.244048 2.164821 -1.290962 0.1 -0.1 0.0 0.089
H 3.798425 2.061887 -1.508807 0.0 -0.1 -0.2 0.053
N 1.949303 -0.293944 -1.609840 0.5 -0.3 -0.6 0.141
C 2.511099 -0.467184 -2.601684 -0.9 0.4 1.7 -0.159
C 3.176797 -0.688491 -3.810430 1.0 -0.3 -1.8 -0.208
C 4.010895 0.299830 -4.363306 -0.5 -0.3 0.6 -0.007
C 4.662523 0.053554 -5.549796 0.2 -0.2 -0.5 -0.074
C 4.505749 -1.161516 -6.210483 -0.2 0.1 0.4 -0.072
C 3.678129 -2.137998 -5.663911 0.3 0.0 -0.5 -0.080
C 3.016291 -1.915943 -4.478998 -0.1 0.5 0.6 -0.018
H 4.129204 1.243094 -3.848585 0.0 0.0 0.0 0.117
H 5.304801 0.811849 -5.972530 0.0 0.1 0.0 0.106
H 5.023190 -1.346232 -7.141352 0.0 0.0 0.0 0.102
H 3.555073 -3.082108 -6.173756 0.0 -0.1 0.0 0.104
H 2.374274 -2.670388 -4.044561 0.0 0.0 0.0 0.121
O -1.579231 1.104510 -1.886670 0.3 0.9 0.2 -0.239
N -2.150894 0.106750 -2.409941 -0.6 -0.7 -0.6 -0.246
C -1.436540 -0.925334 -2.909985 0.4 -0.2 0.0 -0.020
C -2.051527 -2.032883 -3.440598 -0.4 -0.1 -0.1 -0.044
C -3.438716 -2.103141 -3.510882 0.2 0.2 0.1 -0.063
C -4.160601 -1.016979 -3.034067 0.2 -0.4 -0.3 -0.046
C -3.498715 0.058563 -2.497169 -0.4 0.2 0.0 -0.025
H -0.364202 -0.816909 -2.842399 0.0 0.1 0.1 0.110
H -1.437055 -2.845017 -3.799001 0.1 0.0 0.0 0.111
H -3.931373 -2.972201 -3.918146 0.0 0.0 0.0 0.106
H -5.239133 -1.006629 -3.067461 -0.1 0.1 0.1 0.116
H -4.010467 0.921466 -2.102709 0.1 0.1 0.1 0.139
```
Forces are in eV/Å.

Multiplicity: 2
Total charge: -1
HOMO level (alpha / beta): -2.19 / -2.94 eV
DFT total energy: -97111.54163 eV
Kohn-Sham gap (alpha / beta): 0.1468 / 0.1743 Ha